Model P:
Below is a cluster of 6 separate species, H12O6 in total, with properties calculated with ωB97M-V/def2-TZVPD.

Atoms and positions in Å:
O  -4.13  1.94  -8.46
H  -3.38  2.48  -8.20
H  -4.85  2.56  -8.52
O  -8.71  3.92  -13.62
H  -9.20  3.30  -13.07
H  -8.03  3.38  -14.03
O  -7.08  4.19  -8.03
H  -6.41  4.87  -7.99
H  -7.54  4.25  -7.19
O  -10.54  2.28  -12.14
H  -11.05  1.68  -11.60
H  -10.89  2.16  -13.02
O  -7.80  2.09  -10.39
H  -8.72  2.27  -10.59
H  -7.54  2.81  -9.82
O  -6.75  1.15  -12.81
H  -6.15  0.40  -12.78
H  -6.80  1.45  -11.90

**Multiplicity**: 2
**HOMO (spin up / spin down)**: 0.67 / -7.39 eV
**Charge**: -1



Model Q:
Below is a cluster of 6 separate species, H12O6 in total, with properties calculated with ωB97M-V/def2-TZVPD.

Atoms and positions in Å:
O  -1.69  1.24  -0.77
H  -0.76  1.31  -0.96
H  -2.08  0.94  -1.61
O  -1.42  -0.17  1.71
H  -1.72  0.35  0.95
H  -1.20  -1.03  1.31
O  -0.48  -2.46  -0.24
H  -1.02  -2.97  -0.81
H  0.03  -1.84  -0.80
O  0.93  1.07  1.97
H  0.09  0.56  2.02
H  1.02  1.48  2.85
O  1.24  -0.95  -1.89
H  1.43  -1.89  -1.80
H  1.26  -0.07  -1.44
O  1.33  1.39  -0.65
H  2.31  1.30  -0.80
H  1.18  1.33  0.31

**Multiplicity**: 2
**HOMO (spin up / spin down)**: 0.95 / -7.41 eV
**Charge**: -1



Which structure loses on stability? model Q does.



Model P:
Below is the molecule C5H8O3, with properties calculated with ωB97M-V/def2-TZVPD.

Atoms and positions in Å:
C  0.85  0.46  -0.26
C  1.46  0.80  1.15
C  -0.34  -1.05  1.15
C  -0.97  -1.23  0.01
C  -0.73  0.48  -1.61
H  -0.10  0.51  -0.03
H  1.22  -0.56  -0.66
H  1.24  1.75  1.62
H  2.50  0.84  1.13
H  -0.81  -1.31  2.08
H  -1.83  -1.91  0.19
H  -1.31  0.44  -2.69
H  -1.47  0.86  -0.97
O  0.70  -0.37  1.72
O  -0.86  -0.87  -1.34
O  0.46  1.18  -1.50

**HOMO**: -8.98 eV
**Charge**: 0



Model Q:
Below is the molecule C5H8O3, with properties calculated with ωB97M-V/def2-TZVPD.

Atoms and positions in Å:
C  -0.84  -1.10  -0.19
C  -0.27  -0.77  1.22
C  0.49  0.36  1.11
C  0.12  1.55  -0.87
C  0.80  0.22  -1.20
H  -1.93  -0.53  -0.26
H  -0.84  -2.28  -0.27
H  -0.98  -0.75  2.10
H  0.36  -1.85  1.58
H  0.91  0.66  2.12
H  0.67  2.35  -1.08
H  -0.83  1.49  -1.42
H  1.39  -0.08  -2.06
O  -0.35  1.51  0.63
O  -0.10  -0.87  -1.43
O  1.41  0.08  0.02

**HOMO**: -9.88 eV
**Charge**: 0



Model R:
Below is the molecule C5H8O3, with properties calculated with ωB97M-V/def2-TZVPD.

Atoms and positions in Å:
C  1.34  0.14  0.32
O  1.16  -1.22  -0.41
O  2.38  -0.04  1.24
O  1.39  1.10  -0.47
H  3.05  0.60  0.99
H  1.33  -1.01  -1.34
C  -1.61  -0.32  -0.78
C  -0.88  -0.82  0.35
C  -1.53  0.95  -1.20
C  -0.13  0.01  1.24
H  -2.17  -1.05  -1.36
H  -0.97  -1.88  0.56
H  -0.98  1.71  -0.65
H  -0.48  1.03  1.38
H  -2.04  1.27  -2.10
H  0.12  -0.47  2.18

**HOMO (spin up / spin down)**: -9.09 / -9.09 eV
**Charge**: 0



Model S:
Below is the molecule C5H8O3, with properties calculated with ωB97M-V/def2-TZVPD.

Atoms and positions in Å:
C  0.05  -1.24  1.09
C  1.07  -0.44  0.80
C  -1.23  -0.93  0.65
C  -1.13  0.19  -0.42
C  0.85  0.73  -0.05
O  -1.10  -0.48  -1.69
O  0.83  2.07  0.49
O  1.52  0.70  -1.29
H  0.12  -2.20  1.63
H  2.06  -0.70  1.06
H  -1.77  -1.77  0.17
H  -1.90  -0.63  1.41
H  -1.65  1.13  -0.19
H  -0.18  -0.73  -1.83
H  0.71  2.74  -0.28
H  1.76  1.58  -1.55

**HOMO**: -8.17 eV
**Charge**: 0



Which structure loses on stability? model P does.



Model P:
Below is the molecule C5H8O3, with properties calculated with ωB97M-V/def2-TZVPD.

Atoms and positions in Å:
C  -0.52  1.76  -0.33
C  0.22  0.49  -0.58
C  0.48  -1.15  1.11
C  -0.41  -1.75  0.13
C  -0.55  -0.77  -0.99
H  0.99  2.31  0.69
H  -1.07  1.48  0.53
H  -1.03  2.30  -1.06
H  1.14  0.59  -1.23
H  1.41  -1.78  1.33
H  0.07  -0.84  2.08
H  -1.04  -2.45  0.59
H  -1.37  -0.98  -1.69
O  0.54  2.66  -0.09
O  0.86  0.06  0.54
O  0.30  -1.93  -1.04

**HOMO**: -9.72 eV
**Charge**: 0



Model Q:
Below is the molecule C5H8O3, with properties calculated with ωB97M-V/def2-TZVPD.

Atoms and positions in Å:
C  0.19  -0.47  -0.31
C  0.78  0.88  -0.77
C  -1.26  -0.92  -0.23
C  0.81  -0.43  1.11
C  -0.51  1.71  -0.75
O  1.05  -1.69  1.52
O  0.86  0.48  1.90
O  -0.94  2.30  -1.70
H  1.32  -1.69  2.45
H  0.75  -1.23  -0.85
H  1.53  1.47  -0.24
H  1.10  0.81  -1.80
H  -0.86  1.91  0.28
H  -1.32  -1.88  0.29
H  -1.64  -1.04  -1.24
H  -1.87  -0.22  0.32

**HOMO**: -9.54 eV
**Charge**: 0



Which structure loses on stability? model P does.



Model P:
Below is a cluster of 2 separate species, C3H7OS in total, with properties calculated with ωB97M-V/def2-TZVPD.

Atoms and positions in Å:
C  -2.15  0.83  0.10
S  -1.82  -0.26  1.45
H  -2.64  1.75  0.40
H  -1.25  1.12  -0.44
H  -2.76  0.30  -0.64
C  2.28  -0.06  -0.60
C  1.39  -0.61  0.21
O  0.43  -1.49  -0.19
H  3.12  0.47  -0.18
H  2.41  -0.42  -1.62
H  1.42  -0.39  1.28
H  -0.41  -1.23  0.25

**Multiplicity**: 2
**HOMO (spin up / spin down)**: -9.03 / -9.00 eV
**Charge**: 0



Model Q:
Below is a cluster of 2 separate species, C3H7OS in total, with properties calculated with ωB97M-V/def2-TZVPD.

Atoms and positions in Å:
C  1.37  -1.89  1.90
S  1.38  -0.27  1.13
H  1.68  -1.59  2.90
H  0.36  -2.32  1.92
H  1.90  -2.68  1.37
O  -2.62  0.72  -1.75
C  -1.65  0.88  -1.05
C  -0.30  1.13  -1.65
H  -1.74  0.83  0.04
H  0.39  0.31  -1.44
H  0.14  1.97  -1.10
H  -0.37  1.33  -2.71

**Multiplicity**: 2
**HOMO (spin up / spin down)**: -9.59 / -9.20 eV
**Charge**: 0



Which structure loses on stability? model P does.